#i
Density functional theory data (the ωB97M-V functional and the def2-TZVPD basis) for a cluster of 2 separate species, C2H8NOSi in total.

Geometry as XYZ:
```
13
Properties=species:S:1:pos:R:3:mulliken_charge:R:1
C -0.19 -0.98 1.20 -1.19
C 1.31 1.01 -0.70 -1.06
N -1.19 -0.28 -1.52 -0.46
O -2.01 0.51 -0.71 -0.37
Si -0.42 0.45 -0.05 0.53
H -1.03 -1.66 1.15 0.31
H 0.71 -1.55 1.00 0.30
H -0.12 -0.61 2.22 0.31
H 1.28 2.03 -1.07 0.31
H 2.03 0.99 0.12 0.28
H 1.69 0.38 -1.49 0.27
H -1.43 -1.94 -1.07 0.00
H -0.62 1.63 0.93 -0.24
```

Its total charge is -1. The calculation puts the LUMO energy (spin up / spin down) at 4.376 / 4.376 eV.

#ii
Density functional theory data (the ωB97M-V functional and the def2-TZVPD basis) for the ion C2H8NOSi with charge -1.

Geometry as XYZ:
```
13
Properties=species:S:1:pos:R:3:mulliken_charge:R:1
C 0.85 -1.29 -0.09 -1.00
C 0.46 1.65 -0.03 -1.00
N -1.77 -0.12 -0.80 -0.55
O -2.06 -0.23 0.66 -0.47
Si -0.36 -0.03 0.49 0.61
H 1.82 -1.46 0.59 0.17
H 0.39 -2.30 -0.12 0.29
H 1.11 -1.05 -1.07 0.32
H -0.29 2.27 -0.41 0.29
H 0.94 2.12 0.81 0.26
H 1.15 1.42 -0.86 0.24
H -2.35 -1.02 -1.16 0.16
H 0.11 0.04 1.98 -0.32
```

Its total charge is -1. The calculation puts the LUMO energy at 4.526 eV.

Bottom line: #ii, by a margin of 1.866 eV.

#i
Density functional theory data (the ωB97M-V functional and the def2-TZVPD basis) for a cluster of 2 separate species, CHN4O2 in total.

Geometry as XYZ:
```
8
Properties=species:S:1:pos:R:3:mulliken_charge:R:1
C -1.71 0.09 -0.26 0.63
N -4.03 0.20 0.04 0.28
N -3.54 1.28 0.17 -0.36
N -2.27 -0.98 -0.40 -0.28
N -3.69 -1.00 -0.09 -0.45
O 0.78 0.14 -0.79 -0.73
O -0.82 0.85 -0.23 -0.31
H 0.64 -0.20 -1.77 0.22
```

Its total charge is -1. The calculation puts the LUMO energy (spin up / spin down) at 2.979 / 2.980 eV.

#ii
Density functional theory data (the ωB97M-V functional and the def2-TZVPD basis) for a structure of composition CHN4O2.

Geometry as XYZ:
```
8
Properties=species:S:1:pos:R:3:mulliken_charge:R:1
C 1.17 0.58 0.11 0.60
N -1.48 -1.31 -0.16 -0.41
N -0.30 -1.66 0.37 -0.55
N -1.09 -0.01 -0.15 -0.08
N 0.10 -0.38 0.26 0.56
O 2.29 0.17 0.09 -0.66
O 0.65 1.66 -0.09 -0.73
H -1.34 0.94 -0.44 0.27
```

Its total charge is -1. The calculation puts the LUMO energy at 4.420 eV.

Bottom line: #ii, by a margin of 3.926 eV.

#i
Density functional theory data (the ωB97M-V functional and the def2-TZVPD basis) for an isolated molecule of C5H7NS2.

Geometry as XYZ:
```
15
Properties=species:S:1:pos:R:3:mulliken_charge:R:1
C -0.95 0.04 0.12 0.07
C -0.20 1.31 -0.08 -0.84
C 1.05 1.08 -0.89 -0.34
C 1.57 -0.13 -0.81 -0.40
C -0.21 -1.11 0.62 0.01
H -2.60 -0.94 1.61 0.15
H -1.15 -0.25 -0.94 0.25
H -0.02 1.70 0.89 0.35
H -0.82 2.08 -0.58 0.40
H 1.50 1.85 -1.49 0.39
H 2.47 -0.51 -1.23 0.40
H 1.67 -1.97 0.16 0.30
N 1.07 -1.08 0.16 -0.13
S -2.62 0.35 0.96 -0.21
S -0.74 -2.43 1.51 -0.40
```

As for the SMILES: S=C1NC=CC[C@@H]1S. The calculation puts the LUMO energy at 0.124 eV.

#ii
Density functional theory data (the ωB97M-V functional and the def2-TZVPD basis) for an isolated molecule of C5H7NS2.

Geometry as XYZ:
```
15
Properties=species:S:1:pos:R:3:mulliken_charge:R:1
C -1.17 1.93 -0.12 -0.06
C -1.25 -0.56 -0.06 -0.18
C 0.17 0.02 -0.08 1.43
C 0.89 -0.75 -1.19 -1.38
C 0.86 -0.25 1.29 -1.22
N -0.03 1.43 -0.23 -0.67
S -1.76 -2.04 -0.16 -0.17
S -2.61 1.07 0.02 -0.18
H -1.21 3.00 -0.06 0.40
H 1.75 -0.09 -1.51 0.39
H 0.26 -0.87 -2.12 0.36
H 1.09 -1.76 -0.72 0.33
H 1.99 -0.27 1.25 0.29
H 0.42 -1.27 1.55 0.31
H 0.60 0.43 2.15 0.33
```

As for the SMILES: CC1(C)N=CSC1=S. The calculation puts the LUMO energy at -0.459 eV.

Bottom line: #i, by a margin of 1.017 eV.

#i
Density functional theory data (the ωB97M-V functional and the def2-TZVPD basis) for an isolated molecule of C5H7NS2.

Geometry as XYZ:
```
15
Properties=species:S:1:pos:R:3:mulliken_charge:R:1
C -0.74 -1.85 -1.85 0.13
C -0.13 -3.09 -1.96 -0.30
C 0.74 1.43 1.40 -0.05
C 0.14 0.60 0.57 -0.22
C 0.23 2.79 1.74 -1.10
N -0.51 -0.97 -0.94 -0.23
S 0.74 -3.97 -0.88 -0.24
S 0.54 -1.04 0.28 0.04
H -1.31 -1.51 -2.75 0.31
H -0.48 -3.67 -2.92 0.20
H 1.47 1.07 2.12 0.29
H -0.72 0.96 -0.06 0.27
H -0.74 2.55 2.30 0.24
H 0.91 3.46 2.17 0.38
H -0.15 3.24 0.79 0.28
```

As for the SMILES: C/C=C/S/N=C\C=S. The calculation puts the LUMO energy at -1.233 eV.

#ii
Density functional theory data (the ωB97M-V functional and the def2-TZVPD basis) for an isolated molecule of C5H7NS2.

Geometry as XYZ:
```
15
Properties=species:S:1:pos:R:3:mulliken_charge:R:1
C 1.07 -0.42 -0.65 -0.04
C -0.42 -0.11 -0.56 -0.09
C -1.81 -0.58 -0.16 -0.75
C -0.10 0.53 1.70 -0.04
C 0.43 -0.42 0.69 -0.18
H 1.93 1.50 -0.54 0.30
H 1.90 0.81 -2.11 0.26
H 1.37 -1.45 -1.04 0.29
H -0.46 1.00 -0.74 0.21
H -2.60 -0.12 -0.78 0.36
H -1.95 -1.65 -0.12 0.35
H 0.23 -1.43 1.02 0.30
N 1.99 0.59 -1.07 -0.62
S -1.97 0.11 1.58 -0.11
S 0.39 1.63 2.78 -0.24
```

As for the SMILES: N[C@@H]1[C@H]2CSC(=S)[C@H]12. The calculation puts the LUMO energy at -0.202 eV.

Bottom line: #i, by a margin of 0.191 eV.

#i
Density functional theory data (the ωB97M-V functional and the def2-TZVPD basis) for an isolated molecule of C4H7N3.

Geometry as XYZ:
```
14
Properties=species:S:1:pos:R:3:mulliken_charge:R:1
C 1.08 1.55 -0.01 -0.79
N 1.65 -0.90 -0.58 -0.73
C 0.41 -0.71 -0.30 0.55
N -0.03 0.60 -0.19 0.16
N -1.28 0.60 0.50 -0.41
C -1.72 -0.72 0.44 -0.32
C -0.75 -1.55 0.02 -0.55
H 1.72 1.30 0.85 0.31
H 1.73 1.45 -0.89 0.31
H 0.74 2.58 0.05 0.29
H 1.88 -1.86 -0.76 0.20
H -1.95 1.27 0.11 0.26
H -2.73 -0.97 0.75 0.38
H -0.76 -2.63 0.01 0.35
```

As for the SMILES: [H]/N=c1\cc[nH]n1C. The calculation puts the LUMO energy at 0.953 eV.

#ii
Density functional theory data (the ωB97M-V functional and the def2-TZVPD basis) for a structure of composition C4H7N3.

Geometry as XYZ:
```
14
Properties=species:S:1:pos:R:3:mulliken_charge:R:1
C -1.16 -1.70 0.69 -0.88
N -0.42 -1.22 -0.46 -0.25
C 0.25 -0.02 -0.38 0.46
N 1.23 0.27 -1.26 -0.54
N 1.66 1.62 -0.97 -0.47
C 0.90 2.04 0.06 -0.63
C 0.06 1.04 0.51 -0.05
H -1.99 -1.02 0.92 0.26
H -1.60 -2.67 0.46 0.34
H -0.55 -1.80 1.60 0.32
H 0.09 -1.93 -0.97 0.27
H 1.12 1.25 -2.00 0.39
H 1.02 3.05 0.44 0.43
H -0.61 1.08 1.36 0.36
```

The calculation puts the LUMO energy at 0.962 eV.

#iii
Density functional theory data (the ωB97M-V functional and the def2-TZVPD basis) for an isolated molecule of C4H7N3.

Geometry as XYZ:
```
14
Properties=species:S:1:pos:R:3:mulliken_charge:R:1
C 2.28 0.31 0.22 -0.81
N 1.12 0.62 -0.58 -0.25
C -0.17 0.28 -0.19 0.33
N -1.12 0.87 -0.88 -0.81
N -2.25 0.22 -0.57 0.24
C -2.06 -0.74 0.39 -0.73
C -0.71 -0.73 0.69 -0.11
H 2.12 0.74 1.21 0.30
H 2.51 -0.77 0.32 0.29
H 3.15 0.80 -0.23 0.29
H 1.23 0.44 -1.56 0.26
H -3.08 0.69 -0.89 0.24
H -2.88 -1.39 0.69 0.40
H -0.15 -1.33 1.40 0.37
```

As for the SMILES: CNc1cc[nH]n1. The calculation puts the LUMO energy at 1.112 eV.

Bottom line: #iii, by a margin of 0.667 eV.

#i
Density functional theory data (the ωB97M-V functional and the def2-TZVPD basis) for a structure of composition C4H9NO3.

Geometry as XYZ:
```
17
Properties=species:S:1:pos:R:3:mulliken_charge:R:1
C -0.25 1.13 0.97 -0.70
C 1.49 0.32 0.46 0.03
O -0.40 2.17 0.05 -0.51
O 2.10 1.14 -0.21 -0.70
H 0.47 2.32 -0.36 0.37
H -1.24 0.78 1.25 0.39
H 0.18 1.47 1.92 0.34
H 1.78 -0.08 1.44 0.40
C -1.44 -0.69 -1.00 -1.03
C -0.50 -1.08 0.11 0.59
N 0.97 -1.07 -0.39 -0.29
O -0.72 -1.84 1.03 -0.58
H 1.46 -1.92 -0.12 0.31
H 1.13 -0.85 -1.37 0.34
H -2.43 -0.51 -0.56 0.30
H -1.11 0.22 -1.51 0.39
H -1.51 -1.51 -1.71 0.36
```

The calculation puts the LUMO energy at 0.336 eV.

#ii
Density functional theory data (the ωB97M-V functional and the def2-TZVPD basis) for a cluster of 2 separate species, C4H9NO3 in total.

Geometry as XYZ:
```
17
Properties=species:S:1:pos:R:3:mulliken_charge:R:1
C 1.90 -0.22 0.07 0.72
C 3.14 0.66 -0.24 -0.98
C -1.87 -0.07 -0.12 0.62
C -1.64 1.42 -0.26 -0.80
H 0.26 -0.15 0.92 0.37
H 3.84 0.06 -0.81 0.30
H 2.83 1.54 -0.81 0.29
H 3.59 1.00 0.68 0.29
H -3.42 -1.43 0.25 0.25
H -3.94 0.25 0.38 0.22
H -0.60 1.66 0.08 0.26
H -2.37 2.02 0.31 0.33
H -1.87 1.67 -1.35 0.24
N -3.17 -0.47 0.08 -0.42
O 1.81 -1.39 -0.16 -0.53
O 0.96 0.47 0.75 -0.50
O -0.93 -0.84 -0.20 -0.65
```

As for the SMILES: CC(=O)O.CC(N)=O. The calculation puts the LUMO energy at 0.680 eV.

Bottom line: #ii, by a margin of 3.597 eV.